Molecular formula: C2H4BrN
Method: DFT, ωB97M-V/def2-TZVPD

Each atom is followed by the atoms it is bonded to, with distances in Å.
Geometry (Å):
1 C -0.288 0.593 -1.473  N3 1.253, H5 1.113, H6 1.140
2 C 0.521 -0.499 1.325  Br4 1.772, H7 1.113, H8 1.025
3 N 0.936 0.364 -1.327  C1 1.253
4 Br -1.235 -0.352 1.508  C2 1.772
5 H -0.650 1.077 -2.407  C1 1.113
6 H -1.081 0.193 -0.758  C1 1.140
7 H 0.768 -1.583 1.264  C2 1.113
8 H 1.029 0.208 1.867  C2 1.025

* strongest force on any atom: 3.3 eV/Å
* E_HOMO (spin up / spin down): -9.537 / -8.674 eV
* relative energy (zero: lowest compared OMol25 entry of this formula, charge and spin): 92.6 kcal/mol
* E_LUMO (spin up / spin down): -0.20 / -0.04 eV
* energy: -73666.9775 eV
* molar mass: 122.0 u
* HOMO-LUMO gap (spin up / spin down): 9.34 / 8.63 eV

Atom charges from the natural (NBO) analysis, given in e for atoms 1 to 2:
1. C -0.23
2. C -0.47